Record 1
{"formula": "C22H44Br2O5", "method": "the ωB97M-V functional and the def2-TZVPD basis", "elements": ["C", "C", "Br", "O", "C", "H", "H", "H", "H", "H", "H", "H", "H", "H", "C", "H", "H", "O", "C", "H", "H", "C", "H", "H", "H", "H", "C", "H", "H", "O", "C", "H", "C", "H", "H", "C", "C", "C", "H", "H", "H", "C", "H", "C", "C", "C", "H", "H", "H", "O", "H", "H", "H", "O", "C", "H", "H", "C", "H", "C", "H", "H", "H", "H", "C", "H", "H", "C", "H", "H", "Br", "C", "H"], "xyz": [[-32.39, -21.49, -1.44], [-35.77, -21.50, -3.36], [-28.98, -19.67, -0.81], [-31.85, -20.71, -4.89], [-30.48, -23.06, -0.04], [-31.35, -24.44, 1.37], [-30.33, -21.06, -0.63], [-29.97, -21.16, -3.33], [-33.50, -20.10, -0.29], [-30.22, -19.76, -2.37], [-34.95, -23.35, -2.36], [-35.57, -20.44, -3.49], [-34.35, -18.48, -3.68], [-35.31, -22.34, -0.24], [-34.91, -22.26, -2.39], [-28.48, -22.05, -2.61], [-29.80, -23.89, 1.86], [-37.10, -21.76, -2.97], [-31.96, -21.36, -6.21], [-33.89, -21.88, -2.45], [-33.77, -21.78, -7.21], [-35.94, -16.76, -1.66], [-31.67, -19.87, -0.24], [-34.17, -18.82, -0.65], [-35.12, -20.83, -4.79], [-35.20, -19.70, -2.82], [-34.09, -18.27, -1.59], [-37.69, -20.80, -1.24], [-33.28, -19.12, -2.64], [-30.97, -21.27, 1.29], [-37.10, -21.69, -1.48], [-31.00, -22.26, 3.10], [-33.08, -20.36, -4.27], [-29.06, -21.65, 0.57], [-33.03, -18.30, -1.82], [-30.12, -21.60, 0.29], [-33.47, -21.71, -6.16], [-32.40, -19.24, -2.01], [-31.88, -20.71, -7.08], [-28.63, -18.92, -3.12], [-27.30, -19.94, -2.63], [-34.93, -18.64, -2.78], [-31.33, -22.24, -6.33], [-28.89, -21.24, -3.23], [-28.39, -19.88, -2.66], [-31.22, -19.91, -2.78], [-33.38, -21.88, -1.66], [-33.30, -20.84, -3.31], [-31.87, -22.19, -0.78], [-31.58, -21.22, -2.59], [-33.91, -16.08, -1.89], [-33.17, -19.28, -4.09], [-36.62, -17.07, -0.87], [-36.06, -17.65, -2.73], [-32.56, -20.12, -0.83], [-32.00, -18.29, -1.65], [-35.61, -21.75, -4.41], [-34.15, -20.64, -5.25], [-32.42, -22.48, 2.02], [-35.61, -21.77, -1.12], [-34.35, -19.82, -5.94], [-33.50, -22.69, -5.70], [-31.35, -23.14, -0.69], [-35.22, -20.76, -1.01], [-31.34, -22.39, 2.07], [-37.74, -22.50, -1.13], [-34.35, -16.60, -0.21], [-30.70, -23.57, 1.33], [-29.64, -23.57, -0.50], [-31.29, -19.71, -3.85], [-28.15, -21.37, -5.05], [-34.42, -16.82, -1.27], [-36.39, -15.81, -1.95]], "homo_energy_ev": -7.27, "spin_multiplicity": 1, "gap_ha": 0.2876, "energy_ev": -173825.574, "charge": 0, "largest_force_ev_per_a": 10.259}



Record 2
{"formula": "C22H44Cl22", "method": "the ωB97M-V functional and the def2-TZVPD basis", "elements": ["C", "Cl", "Cl", "H", "Cl", "H", "C", "Cl", "Cl", "Cl", "H", "Cl", "H", "H", "Cl", "H", "H", "C", "H", "H", "C", "H", "H", "C", "Cl", "H", "H", "H", "H", "Cl", "C", "H", "C", "C", "Cl", "H", "C", "H", "Cl", "C", "H", "C", "H", "Cl", "H", "H", "C", "H", "H", "Cl", "Cl", "H", "H", "H", "C", "H", "Cl", "H", "H", "Cl", "C", "Cl", "C", "C", "H", "Cl", "Cl", "H", "H", "H", "H", "H", "C", "H", "H", "H", "C", "Cl", "H", "H", "H", "H", "C", "C", "C", "Cl", "H", "C"], "xyz": [[-25.01, -17.51, -19.81], [-16.51, -26.95, -11.55], [-11.45, -28.74, -17.14], [-11.06, -18.08, -20.81], [-15.13, -17.37, -12.08], [-17.41, -13.94, -18.28], [-11.72, -20.04, -20.04], [-25.47, -25.36, -20.94], [-15.65, -20.13, -16.85], [-9.28, -19.08, -19.44], [-11.59, -20.70, -19.18], [-11.12, -21.00, -21.45], [-14.06, -26.88, -14.28], [-15.71, -28.42, -13.31], [-26.42, -17.46, -18.69], [-25.67, -23.44, -19.54], [-12.36, -27.30, -20.50], [-16.70, -17.83, -11.35], [-11.67, -29.56, -19.41], [-14.58, -24.12, -25.21], [-15.50, -24.36, -24.67], [-25.43, -17.58, -20.81], [-11.43, -20.04, -12.94], [-22.41, -24.07, -12.86], [-18.72, -19.41, -11.12], [-10.95, -27.12, -19.46], [-16.66, -17.89, -10.27], [-13.18, -29.12, -18.76], [-17.51, -19.10, -13.08], [-9.40, -19.08, -13.61], [-17.27, -19.09, -12.01], [-18.95, -21.40, -18.05], [-21.04, -24.68, -13.05], [-24.07, -18.65, -19.50], [-17.54, -20.21, -19.52], [-13.92, -26.95, -12.54], [-12.15, -28.78, -18.82], [-25.58, -24.91, -18.61], [-20.56, -24.70, -14.82], [-10.99, -18.68, -19.91], [-17.35, -16.99, -11.56], [-10.09, -21.85, -13.19], [-16.49, -22.35, -17.75], [-16.69, -24.55, -22.24], [-20.95, -25.69, -12.66], [-16.54, -27.03, -14.01], [-15.74, -15.21, -18.45], [-22.86, -24.14, -11.87], [-15.49, -16.26, -18.54], [-15.16, -14.75, -20.03], [-9.41, -22.13, -11.58], [-10.91, -22.55, -13.35], [-14.51, -23.94, -22.87], [-9.37, -21.96, -14.00], [-18.05, -20.80, -17.92], [-17.82, -15.46, -18.96], [-17.69, -15.55, -16.56], [-15.18, -14.74, -17.65], [-11.43, -18.08, -19.11], [-14.83, -24.90, -13.31], [-25.15, -24.40, -19.47], [-23.59, -24.97, -13.76], [-15.50, -23.75, -23.29], [-15.90, -27.36, -13.19], [-15.57, -22.67, -23.30], [-22.78, -23.30, -20.48], [-16.84, -23.57, -25.63], [-16.65, -19.96, -11.78], [-23.13, -25.14, -19.01], [-22.44, -23.05, -13.25], [-11.12, -20.46, -14.52], [-12.79, -19.91, -20.15], [-23.62, -24.18, -19.18], [-15.69, -25.43, -24.63], [-24.47, -16.57, -19.83], [-23.35, -18.74, -20.31], [-12.01, -27.38, -19.47], [-23.24, -18.48, -17.87], [-24.50, -19.65, -19.46], [-20.33, -24.06, -12.51], [-18.32, -19.96, -17.28], [-23.62, -23.56, -18.29], [-14.59, -26.66, -13.35], [-10.62, -20.44, -13.55], [-16.86, -21.45, -17.26], [-12.91, -26.20, -18.54], [-17.09, -21.84, -16.27], [-17.19, -15.01, -18.19]], "relative_energy_kcal_mol": 73.7, "homo_energy_ev": -10.72, "spin_multiplicity": 1, "gap_ha": 0.3925, "energy_ev": -299021.531, "smiles": "ClCCCl.ClCCCl.ClCCCl.ClCCCl.ClCCCl.ClCCCl.ClCCCl.ClCCCl.ClCCCl.ClCCCl.ClCCCl", "charge": 0, "largest_force_ev_per_a": 2.096}



Record 3
{"formula": "C22H44ClNO39P2S9", "method": "the ωB97M-V functional and the def2-TZVPD basis", "elements": ["O", "O", "Cl", "H", "P", "O", "O", "C", "O", "C", "H", "H", "H", "O", "S", "O", "H", "O", "H", "P", "S", "C", "C", "H", "C", "O", "H", "C", "H", "O", "H", "C", "C", "H", "H", "H", "H", "H", "H", "H", "S", "O", "O", "O", "O", "O", "H", "O", "O", "S", "C", "H", "H", "O", "C", "O", "H", "H", "H", "O", "S", "O", "S", "H", "O", "C", "H", "O", "O", "H", "H", "C", "H", "C", "H", "O", "H", "O", "C", "O", "O", "O", "O", "H", "H", "H", "H", "O", "H", "H", "C", "C", "C", "O", "O", "O", "H", "C", "S", "O", "O", "C", "C", "H", "H", "H", "S", "H", "H", "O", "S", "O", "N", "H", "C", "H", "C", "O"], "xyz": [[2.52, -4.37, -5.10], [3.55, -5.67, -2.09], [6.58, 4.54, 1.29], [-0.78, -0.36, -2.74], [4.12, 4.48, 6.49], [-3.93, -3.21, -3.14], [-0.04, 6.44, -1.19], [-1.65, -5.52, -1.91], [2.50, -3.86, -3.42], [-2.54, 6.36, 1.28], [-3.15, -6.79, -0.96], [1.66, -2.09, -0.76], [4.50, -6.34, -8.23], [-1.70, 2.25, -2.68], [-1.40, 6.10, -0.92], [-1.89, 1.08, 7.34], [-3.74, 0.16, 0.74], [0.07, 1.04, -1.50], [-4.81, -0.39, -0.57], [6.15, 3.79, 3.22], [5.15, -0.57, 1.93], [3.60, -5.73, -8.11], [-4.64, -0.42, 0.50], [-1.09, -6.18, -2.57], [2.27, -2.78, -1.34], [4.50, -1.89, 2.62], [-3.37, -0.31, 6.88], [3.23, 4.31, 2.58], [3.32, -2.64, -1.07], [-5.36, 0.33, 3.66], [2.40, -7.55, -7.95], [-4.52, -1.84, 1.03], [2.46, -6.55, -7.52], [4.46, 3.08, 6.35], [-2.51, 6.93, 2.21], [2.64, -1.80, -3.26], [-3.75, 1.11, 4.63], [-5.27, -2.49, 0.57], [2.80, 4.54, 7.04], [3.33, -5.29, -9.07], [-4.53, 2.06, -3.62], [0.91, 4.70, 3.67], [-4.81, -1.75, 2.43], [-2.03, 2.16, 5.16], [1.92, -4.13, -1.06], [-1.77, -4.22, -2.48], [-0.76, 5.27, 1.85], [4.70, -5.60, -4.98], [-3.18, 1.66, -3.90], [-1.14, 2.08, -1.16], [6.62, -2.59, 1.93], [-2.25, 0.16, 4.76], [-1.12, -5.43, -0.96], [6.23, 2.05, 3.19], [2.10, 4.97, 3.56], [-7.18, -1.14, 2.76], [7.17, -2.52, 2.87], [7.16, -3.24, 1.24], [-2.24, 4.28, 1.83], [-2.14, 1.38, -0.41], [-1.17, 2.28, 6.52], [-5.41, 1.93, -4.97], [3.49, -5.25, -5.66], [2.73, 3.29, 2.36], [-2.84, -2.58, -0.97], [4.37, 4.16, 3.72], [-1.31, 1.27, -4.47], [2.75, -6.62, -6.12], [-5.74, 0.15, 1.21], [5.61, 5.92, 6.97], [1.00, -2.49, -3.08], [-6.47, 0.52, -3.43], [-3.89, 1.38, 7.04], [-3.10, 0.73, 6.67], [-6.74, -0.52, -3.21], [-1.43, 4.75, -0.02], [-3.52, -6.35, -2.64], [0.18, 1.89, 6.24], [-0.12, 0.52, -2.81], [-4.85, 3.30, -2.99], [2.79, 5.95, 4.38], [-2.38, 5.96, -1.95], [3.88, -4.72, -7.15], [-3.58, 6.14, 1.02], [-0.05, 2.39, -3.90], [5.95, 1.81, 4.10], [5.12, -3.85, 2.90], [5.49, 0.36, 2.95], [0.83, 0.21, -3.24], [-3.53, -2.26, 0.87], [-0.78, 1.64, -3.59], [-2.83, 0.97, 5.20], [-3.08, -6.00, -1.70], [-0.57, 3.32, -0.73], [6.51, -1.27, 1.39], [-3.80, -4.84, -1.28], [-7.14, 0.89, -5.47], [-6.21, 0.75, -4.91], [-5.88, -0.56, 2.67], [1.12, -5.80, -2.70], [4.35, -0.22, 0.79], [2.06, -2.63, -2.84], [-1.71, 5.09, 1.34], [4.05, 3.17, 4.22], [-5.64, -0.08, -5.34], [4.72, -3.38, 1.23], [2.29, -5.06, -2.34], [-7.25, 1.18, -3.05], [4.81, 6.23, 4.75], [-5.24, 0.87, -2.78], [-3.15, -3.53, -1.98], [-1.50, 3.51, 7.16], [5.17, 5.15, 7.51], [3.53, 4.93, 1.66], [5.19, -3.05, 2.16], [1.50, -6.04, -7.64], [4.07, 5.35, 4.78], [-1.98, 7.12, 0.21]], "relative_energy_kcal_mol": 0.0, "homo_energy_ev": -8.37, "spin_multiplicity": 1, "gap_ha": 0.3057, "energy_ev": -233468.961, "charge": 0, "largest_force_ev_per_a": 9.288}